(1)
Here is C66H76Br2CsN3O5P2S as an isolated structure from OMol25. Energies are from the ωB97M-V functional and the def2-TZVPD basis.

The calculation puts the HOMO energy at -1.3 eV. The orbital gap is 0.1691 Ha. For the energy above the lowest of the compared OMol25 structures with the same formula, charge and spin, the calculation gives 4.0 kcal/mol.

Geometry as ORCA input:
```
! RIJCOSX wB97M-V def2-TZVPD def2/J DEFGRID3
* xyz -2 1
Cs 0.2573 -0.1134 -0.1370
C 1.1597 -5.2223 -1.5737
C -0.0347 -5.9347 -1.4965
C -1.1247 -5.3372 -0.8828
C -1.0085 -4.0621 -0.3030
C 0.1677 -3.2837 -0.3798
C 1.2091 -3.9159 -1.0913
C -2.1852 -3.5378 0.4629
C -3.0982 -4.4455 1.0913
C -4.1487 -3.9761 1.8153
C -4.3496 -2.5830 1.9368
C -5.4211 -2.0055 2.6595
C -5.5556 -0.6478 2.7212
C -4.6180 0.1871 2.0669
C -3.5702 -0.3483 1.3778
C -3.4089 -1.7534 1.2897
N -2.3461 -2.2396 0.5859
H 2.0310 -5.6786 -2.0387
H -0.1189 -6.9293 -1.9188
H -2.0728 -5.8704 -0.8799
H 2.1419 -3.3683 -1.2559
H -2.9225 -5.5094 1.0160
H -4.8363 -4.6584 2.3072
H -6.1399 -2.6581 3.1451
H -6.3865 -0.2064 3.2591
H -4.7412 1.2638 2.1000
H -2.8524 0.2827 0.8653
C -2.2490 3.2239 1.4561
C -1.0407 4.0393 1.0755
C -1.0457 5.4482 1.1492
C 0.0463 6.1496 0.7270
C 1.1669 5.4711 0.1998
C 2.3333 6.1040 -0.2980
Br 2.5165 8.0097 -0.2314
C 3.3508 5.3732 -0.8445
C 3.2572 3.9816 -0.9116
Br 4.6998 3.0283 -1.7159
C 2.1611 3.2245 -0.4231
O 2.0776 1.9724 -0.4756
C 1.0848 4.0533 0.1538
N -0.0035 3.3850 0.6126
H -2.9752 3.8160 2.0174
H -1.9470 2.3591 2.0506
H -2.7354 2.8438 0.5474
H -1.9230 5.9657 1.5174
H 0.0550 7.2298 0.7677
H 4.2283 5.8711 -1.2334
O 2.9696 -1.0870 1.6959
S 3.2202 -2.4513 1.1584
C 4.5539 -2.2329 -0.1082
C 5.6469 -1.3412 0.3767
C 5.4056 0.0253 0.5466
C 6.3903 0.8466 1.0794
C 7.6259 0.3204 1.4403
C 7.8801 -1.0344 1.2564
C 6.8928 -1.8576 0.7311
C 4.2656 -3.3531 2.4189
C 4.2377 -2.6297 3.7272
C 3.1507 -2.7733 4.5859
C 3.0826 -2.0584 5.7720
C 4.1080 -1.1853 6.1154
C 5.1858 -1.0196 5.2551
C 5.2464 -1.7332 4.0642
H 4.0052 -1.7946 -0.9437
H 4.8932 -3.2333 -0.3861
H 4.4482 0.4518 0.2566
H 6.1856 1.9048 1.1990
H 8.3938 0.9660 1.8534
H 8.8478 -1.4497 1.5131
H 7.0989 -2.9130 0.5810
H 5.2788 -3.4371 2.0282
H 3.8129 -4.3424 2.4922
H 2.3353 -3.4327 4.3005
H 2.2154 -2.1633 6.4131
H 4.0533 -0.6147 7.0353
H 5.9754 -0.3177 5.4983
H 6.0712 -1.5727 3.3756
C -1.7023 1.6238 6.7956
C -1.5745 1.5293 5.2926
O -0.8348 0.3512 4.9780
P -0.4902 0.1363 3.3652
O 0.7247 1.1598 3.1633
C 1.8667 1.3025 4.0234
C 3.0344 1.7893 3.1931
O 0.2912 -1.2769 3.5124
C -0.4699 -2.4894 3.3786
C -0.7435 -3.1083 4.7361
H -2.2673 2.5170 7.0763
H -0.7122 1.6732 7.2529
H -2.2180 0.7430 7.1847
H -1.0645 2.4160 4.8993
H -2.5655 1.4893 4.8262
H 2.0833 0.3486 4.5069
H 1.6108 2.0332 4.7946
H 3.3880 0.9965 2.5339
H 3.8516 2.1050 3.8498
H 2.7230 2.6380 2.5752
H 0.1093 -3.1525 2.7348
H -1.4058 -2.2874 2.8580
H 0.1846 -3.4171 5.2262
H -1.3821 -3.9870 4.6108
H -1.2495 -2.3907 5.3845
C -0.1752 -1.8617 -6.5712
C 0.0924 -1.8940 -5.0660
C -0.7257 -3.0153 -4.4031
P -0.1176 -0.3253 -4.0715
C -1.4259 0.7282 -4.8701
C -2.7582 -0.0290 -4.8567
C -1.2005 1.4010 -6.2242
C 1.4968 0.5581 -4.3802
C 2.1099 0.5508 -5.7819
C 1.3987 1.9729 -3.7995
H 0.1041 -2.8243 -7.0166
H 0.3843 -1.0795 -7.0839
H -1.2371 -1.7060 -6.7729
H 1.1517 -2.1315 -4.9114
H -1.7996 -2.8274 -4.5150
H -0.5124 -3.0948 -3.3343
H -0.5038 -3.9845 -4.8664
H -1.5242 1.5240 -4.1254
H -2.8067 -0.7728 -5.6598
H -3.5830 0.6771 -4.9976
H -2.9260 -0.5296 -3.9044
H -1.0522 0.6779 -7.0294
H -0.3521 2.0849 -6.2109
H -2.0891 1.9947 -6.4666
H 2.1839 0.0001 -3.7330
H 1.4720 1.0476 -6.5145
H 2.3074 -0.4643 -6.1351
H 3.0667 1.0853 -5.7587
H 0.6935 2.5949 -4.3606
H 2.3760 2.4635 -3.8094
H 1.0663 1.9306 -2.7613
C -2.9046 5.0072 -3.6454
C -4.0424 4.2305 -3.8517
C -4.2068 2.9947 -3.2387
C -3.2096 2.4517 -2.3760
C -2.0538 3.2608 -2.1989
C -1.9092 4.4927 -2.8081
N -3.2187 1.2228 -1.8075
C -4.3572 0.4801 -1.6651
C -5.6480 1.0062 -1.4047
C -6.7346 0.1815 -1.1455
C -6.6069 -1.2052 -1.1396
C -5.3454 -1.7467 -1.3933
C -4.2549 -0.9325 -1.6496
H -2.7896 5.9706 -4.1259
H -4.8224 4.5952 -4.5140
H -5.0953 2.4112 -3.4424
H -1.2643 2.8584 -1.5766
H -1.0011 5.0627 -2.6337
H -5.7708 2.0820 -1.3628
H -7.6985 0.6302 -0.9246
H -7.4567 -1.8438 -0.9266
H -5.2058 -2.8242 -1.3655
H -3.2670 -1.3650 -1.7800
*
```

Atomic partial charges in e from the Mulliken method, atoms 1 to 6: atom 1 (Cs): -0.617, atom 2 (C): -0.960, atom 3 (C): -0.924, atom 4 (C): -0.696, atom 5 (C): 0.310, atom 6 (C): 1.087

---

(2)
Here is a 8-piece molecular cluster, C39H99N5O9S3 overall from OMol25. Energies are from the ωB97M-V functional and the def2-TZVPD basis.

The calculation puts the HOMO energy at -7.9 eV. The orbital gap is 0.3011 Ha. For the energy above the lowest of the compared OMol25 structures with the same formula, charge and spin, the calculation gives 49.7 kcal/mol. Its SMILES is CCOS(C)(=O)=O.CCOS(C)(=O)=O.CCOS(C)(=O)=O.CCN(CC)CC.CCN(CC)CC.CCN(CC)CC.CCN(CC)CC.CCN(CC)CC.

Geometry as ORCA input:
```
! RIJCOSX wB97M-V def2-TZVPD def2/J DEFGRID3
* xyz 0 1
C -8.3398 3.1847 0.7840
C -6.9400 3.3898 0.1830
O -7.0167 3.9237 -1.1414
S -7.3183 5.5045 -1.3201
C -5.8148 5.9220 -2.2154
O -8.4194 5.6258 -2.2234
O -7.3923 6.1041 0.0034
H -8.8682 2.3762 0.2865
H -8.9072 4.1096 0.8456
H -8.1809 2.8601 1.8175
H -6.1723 3.8875 0.7771
H -6.5010 2.3923 0.0860
H -5.5198 4.9700 -2.6529
H -5.0318 6.1576 -1.4971
H -5.9721 6.6790 -2.9747
C -5.1920 9.7814 -7.3016
C -6.2701 10.6100 -7.9696
O -7.5479 10.2650 -7.4574
S -8.8674 10.6626 -8.3069
C -9.0226 12.4642 -8.0856
O -8.5741 10.3413 -9.6895
O -10.0125 10.0700 -7.6802
H -5.0256 10.1181 -6.2769
H -4.2589 9.8855 -7.8517
H -5.4940 8.7367 -7.2493
H -6.1232 11.6817 -7.7847
H -6.1858 10.4827 -9.0524
H -8.0727 12.9918 -8.0432
H -9.4224 12.5890 -7.0805
H -9.6975 12.7083 -8.8988
C -11.7296 4.0935 -2.0534
C -11.3170 3.2031 -3.1931
O -12.3309 2.1779 -3.2938
S -12.2071 1.1031 -4.4882
C -13.0444 2.0355 -5.8195
O -10.8179 0.9684 -4.8311
O -12.9882 -0.0353 -4.1334
H -11.1575 5.0235 -2.0782
H -11.3745 3.5660 -1.1641
H -12.7862 4.3413 -2.0501
H -11.3290 3.7774 -4.1298
H -10.3733 2.6744 -3.0675
H -13.0768 1.3742 -6.6786
H -12.5324 2.9838 -5.9489
H -14.0363 2.2145 -5.4080
C -6.4719 5.8058 -6.2809
C -7.2372 4.8868 -7.2358
N -8.6150 4.5854 -6.8275
C -9.4198 5.7759 -6.4379
C -9.4214 6.9163 -7.4366
C -9.3687 3.9228 -7.9018
C -8.8507 2.5327 -8.3625
H -5.4910 5.3811 -6.0824
H -6.9676 5.9599 -5.3231
H -6.4141 6.7635 -6.8013
H -7.2716 5.2232 -8.2772
H -6.6747 3.9530 -7.1607
H -10.4127 5.4255 -6.1558
H -8.9628 6.0255 -5.4739
H -9.8955 6.7840 -8.4098
H -10.0400 7.7061 -6.9998
H -8.4475 7.3740 -7.6174
H -9.5850 4.5541 -8.7700
H -10.3383 3.6250 -7.4965
H -8.6764 1.9614 -7.4516
H -7.9872 2.5417 -9.0289
H -9.6684 2.0732 -8.9208
C -10.2233 4.8248 -11.4665
C -9.0712 5.3803 -12.3622
N -7.8224 5.7511 -11.7334
C -7.9644 7.0479 -11.0304
C -6.6806 7.8387 -11.2513
C -7.1753 4.7320 -10.8863
C -7.0224 3.3283 -11.5290
H -9.7972 4.5233 -10.5039
H -10.8566 4.0467 -11.8785
H -10.7844 5.7172 -11.1646
H -8.8862 4.6260 -13.1375
H -9.4867 6.1683 -12.9928
H -8.7724 7.5904 -11.5193
H -8.2255 6.9424 -9.9714
H -6.5069 8.0545 -12.3038
H -6.7186 8.8106 -10.7466
H -5.8170 7.3073 -10.8473
H -7.7373 4.6208 -9.9571
H -6.1308 5.0148 -10.7939
H -7.7112 3.1310 -12.3489
H -7.2042 2.5205 -10.8196
H -6.0021 3.2530 -11.9006
C -13.1643 1.9221 -13.9437
C -12.0057 1.0821 -13.3920
N -10.7877 1.8787 -13.2920
C -9.6828 1.0452 -12.8419
C -9.7562 0.7826 -11.3014
C -10.3704 2.5370 -14.5415
C -10.3177 1.5980 -15.7735
H -14.0849 1.3460 -13.8479
H -13.0725 2.2112 -14.9931
H -13.2404 2.8781 -13.4235
H -12.3069 0.8407 -12.3714
H -11.8781 0.1609 -13.9720
H -9.6307 0.0284 -13.2532
H -8.7240 1.5068 -13.0616
H -10.4478 -0.0290 -11.0834
H -8.8304 0.6218 -10.7437
H -10.0845 1.6968 -10.7943
H -9.3904 2.9934 -14.4022
H -11.0055 3.4101 -14.7103
H -11.3143 1.1759 -15.8979
H -9.6368 0.7710 -15.5705
H -9.9928 2.0885 -16.6884
C -12.7504 8.3178 -5.2680
C -12.9566 7.8897 -3.8182
N -13.1646 9.0673 -2.9487
C -13.1945 8.6493 -1.5362
C -11.7418 8.4364 -1.0996
C -14.4217 9.7059 -3.3951
C -14.9448 10.8515 -2.5302
H -12.1955 7.5255 -5.7864
H -12.0489 9.1505 -5.2695
H -13.6806 8.3684 -5.8275
H -13.8509 7.2530 -3.7235
H -12.1166 7.2884 -3.4779
H -13.8801 7.8140 -1.3402
H -13.6120 9.4712 -0.9494
H -11.4048 7.4539 -1.4330
H -11.6556 8.3298 -0.0097
H -11.0468 9.2319 -1.3450
H -14.1916 10.2748 -4.3006
H -15.1806 8.9494 -3.6214
H -15.8989 11.1416 -2.9683
H -15.1529 10.5085 -1.5118
H -14.2367 11.6730 -2.4523
C -7.9826 -4.0737 -3.8982
C -7.6578 -4.4681 -5.3436
N -8.4198 -3.7414 -6.3662
C -8.3039 -4.4499 -7.6501
C -6.9238 -4.4298 -8.3064
C -7.9844 -2.3544 -6.4585
C -8.8543 -1.5026 -7.3304
H -7.4270 -4.7116 -3.2114
H -9.0318 -4.3014 -3.6968
H -7.7943 -3.0164 -3.7348
H -6.5902 -4.2596 -5.5097
H -7.8202 -5.5376 -5.4736
H -8.6204 -5.4729 -7.4368
H -9.0222 -4.0989 -8.3928
H -6.1739 -4.9782 -7.7317
H -6.9153 -5.0618 -9.2045
H -6.6366 -3.4418 -8.6585
H -6.9009 -2.2007 -6.6075
H -8.0209 -1.9586 -5.4351
H -9.8955 -1.4535 -7.0028
H -8.9660 -1.8951 -8.3454
H -8.4984 -0.4732 -7.3733
*
```

Atomic partial charges in e from the Mulliken method, atoms 1 to 6: atom 1 (C): -0.979, atom 2 (C): -0.402, atom 3 (O): -0.261, atom 4 (S): 0.986, atom 5 (C): -1.019, atom 6 (O): -0.362